# 1
Below is an isolated molecule of C4H9NO at a distorted geometry, with properties calculated with ωB97M-V with the def2-TZVPD basis set.

## Properties
* charge: 0
* energy relative to the best compared isomer or geometry (same formula, charge and spin): 306.91 kJ/mol
* orbital gap: 10.12 eV
* E_LUMO: 0.6 eV
* DFT total energy: -287.71556 Ha
* HOMO: -9.5 eV
* max |F|: 5.82 eV/Å
* 2S+1: 1

Atoms and positions in Å:
C  -0.945  -1.468  -0.479
N  -1.042  -0.373  0.546
C  0.125  0.520  0.510
C  1.493  0.111  0.191
C  -0.448  1.720  -0.344
O  0.162  2.260  -1.317
H  -1.821  -2.110  -0.660
H  -0.608  -0.792  -1.392
H  -0.166  -2.139  -0.375
H  -0.960  -0.715  1.519
H  0.047  0.860  1.771
H  2.230  0.749  0.659
H  1.785  -0.975  0.443
H  1.630  0.351  -0.874
H  -1.482  2.002  -0.198

---

# 2
Below is an isolated molecule of C4H9NO, with properties calculated with ωB97M-V with the def2-TZVPD basis set.

## Properties
* charge: 0
* energy relative to the best compared isomer or geometry (same formula, charge and spin): 100.93 kJ/mol
* orbital gap: 9.98 eV
* E_LUMO: 0.9 eV
* DFT total energy: -287.79401 Ha
* HOMO: -9.1 eV
* max |F|: 0.29 eV/Å
* 2S+1: 1

Atoms and positions in Å:
C  -1.516  1.101  0.360
C  -0.340  0.397  1.003
O  0.037  0.687  2.117
N  0.414  -0.433  0.178
C  -0.175  -1.069  -0.975
C  1.802  -0.017  0.036
H  -1.997  1.722  1.113
H  -2.249  0.449  -0.120
H  -1.085  1.753  -0.411
H  0.377  -1.993  -1.176
H  -1.209  -1.352  -0.770
H  -0.155  -0.452  -1.884
H  2.272  -0.546  -0.797
H  2.369  -0.214  0.944
H  1.850  1.055  -0.204

---

# 3
Below is an isolated molecule of C4H9NO at a distorted geometry, with properties calculated with ωB97M-V with the def2-TZVPD basis set.

## Properties
* charge: 0
* energy relative to the best compared isomer or geometry (same formula, charge and spin): 173.85 kJ/mol
* orbital gap: 10.03 eV
* E_LUMO: 1.0 eV
* DFT total energy: -287.76623 Ha
* HOMO: -9.1 eV
* max |F|: 2.56 eV/Å
* 2S+1: 1

Atoms and positions in Å:
O  1.856  0.104  -0.648
C  0.929  0.142  0.464
C  -0.095  1.210  0.056
C  -1.378  0.374  -0.235
N  -0.851  -0.945  -0.606
C  0.095  -1.121  0.456
H  2.404  -0.700  -0.652
H  1.451  0.422  1.407
H  -0.252  2.072  0.832
H  0.275  1.660  -0.948
H  -2.058  0.900  -1.027
H  -2.072  0.258  0.679
H  -0.386  -1.012  -1.487
H  0.651  -2.089  0.344
H  -0.569  -1.275  1.364

---

# 4
Below is a structure of composition C4H9NO at a distorted geometry, with properties calculated with ωB97M-V with the def2-TZVPD basis set.

## Properties
* charge: 0
* energy relative to the best compared isomer or geometry (same formula, charge and spin): 490.55 kJ/mol
* orbital gap: 8.40 eV
* E_LUMO: 0.7 eV
* DFT total energy: -287.64561 Ha
* HOMO: -7.7 eV
* max |F|: 7.98 eV/Å
* 2S+1: 1

Atoms and positions in Å:
C  1.448  -1.727  0.491
C  1.164  -0.722  -0.586
N  -0.651  0.616  -0.785
C  0.028  0.604  0.302
O  0.501  1.244  1.191
C  -2.020  1.705  0.055
H  2.311  -2.339  0.219
H  0.597  -2.400  0.666
H  1.671  -1.216  1.435
H  1.953  0.008  -0.760
H  0.874  -1.188  -1.556
H  -1.154  -0.191  -1.145
H  -2.894  1.092  -0.135
H  -1.945  2.617  -0.527
H  -1.883  1.895  1.136

---

# 5
Below is an isolated molecule of C4H9NO, with properties calculated with ωB97M-V with the def2-TZVPD basis set.

## Properties
* charge: 0
* energy relative to the best compared isomer or geometry (same formula, charge and spin): 196.50 kJ/mol
* orbital gap: 10.76 eV
* E_LUMO: 1.0 eV
* DFT total energy: -287.75761 Ha
* HOMO: -9.8 eV
* max |F|: 0.35 eV/Å
* 2S+1: 1

Atoms and positions in Å:
C  -0.534  -0.271  1.815
C  0.458  -0.599  0.727
N  -0.026  -1.187  -0.518
C  0.751  0.050  -0.584
C  0.066  1.203  -1.309
O  -1.331  1.081  -1.338
H  -0.151  0.510  2.481
H  -1.499  0.038  1.411
H  -0.684  -1.172  2.423
H  1.355  -1.076  1.129
H  0.485  -2.023  -0.773
H  1.803  -0.030  -0.867
H  0.488  1.211  -2.332
H  0.315  2.171  -0.860
H  -1.499  0.125  -1.337

---

# 6
Below is an isolated molecule of C4H9NO, with properties calculated with ωB97M-V with the def2-TZVPD basis set.

## Properties
* charge: 0
* energy relative to the best compared isomer or geometry (same formula, charge and spin): 45.65 kJ/mol
* orbital gap: 10.59 eV
* E_LUMO: 0.9 eV
* DFT total energy: -287.81506 Ha
* HOMO: -9.7 eV
* max |F|: 0.54 eV/Å
* 2S+1: 1

Atoms and positions in Å:
C  0.916  0.949  -0.666
C  -0.246  -0.032  -0.373
C  -0.119  -1.314  -1.191
C  -0.413  -0.300  1.108
N  -0.376  0.858  1.902
O  -0.535  -1.405  1.588
H  1.647  0.511  -1.356
H  1.446  1.234  0.247
H  0.545  1.867  -1.123
H  -1.225  0.434  -0.582
H  -0.980  -1.969  -1.045
H  -0.032  -1.066  -2.255
H  0.780  -1.872  -0.905
H  -1.145  1.506  1.782
H  -0.263  0.597  2.869